Version P
Density functional theory data (ωB97M-V with the def2-TZVPD basis set) for an isolated ion of composition C4H12N2O and charge +1.

```
! wB97M-V def2-TZVPD RIJCOSX def2/J DEFGRID3
* xyz 1 2
N 1.106 -0.700 -1.442
C 0.226 -0.312 -0.433
C -0.411 1.096 -0.595
C -1.909 1.107 -0.423
O -2.312 0.477 0.812
C 1.047 -0.322 0.944
N 2.119 -1.302 0.983
H 2.081 -0.408 -1.495
H 0.900 -1.593 -1.885
H -0.530 -1.041 -0.307
H -0.174 1.422 -1.607
H 0.074 1.842 0.028
H -2.430 0.541 -1.185
H -2.274 2.129 -0.434
H -1.655 0.764 1.462
H 0.299 -0.422 1.735
H 1.545 0.648 0.948
H 1.804 -2.258 0.853
H 2.521 -1.261 1.915
*
```

Output
LUMO (spin up / spin down): -3.3 / -8.3 eV



Version Q
Density functional theory data (ωB97M-V with the def2-TZVPD basis set) for a 2-piece molecular cluster, C4H12N2O overall.

```
! wB97M-V def2-TZVPD RIJCOSX def2/J DEFGRID3
* xyz 1 2
C 2.127 -0.747 -1.348
C 2.424 -0.224 0.103
C 1.587 1.002 0.420
N 0.296 0.969 -0.296
C -0.920 1.050 0.362
N -1.805 2.011 0.117
H 1.119 -1.042 -1.292
H 2.287 0.000 -2.096
H 2.650 -1.699 -1.611
H 3.510 0.169 0.256
H 2.105 -0.932 0.912
H 1.571 0.895 1.509
H 2.146 1.983 0.172
H 0.234 1.404 -1.226
H -0.941 0.436 1.346
H -1.931 2.741 0.845
H -4.806 -3.107 0.688
H -5.913 -1.954 0.483
O -5.740 -2.955 0.654
*
```

Output
LUMO (spin up / spin down): -5.7 / -7.7 eV



Version R
Density functional theory data (ωB97M-V with the def2-TZVPD basis set) for an isolated ion of composition C4H12N2O and charge +1.

```
! wB97M-V def2-TZVPD RIJCOSX def2/J DEFGRID3
* xyz 1 2
N -1.642 0.384 1.812
C -1.290 1.145 0.638
C 0.246 1.058 0.450
N 0.617 0.742 -0.930
C 0.553 -0.617 -1.469
C 1.555 -1.535 -0.750
O 1.046 -2.194 0.424
H 0.269 -1.701 0.643
H -2.637 0.179 1.807
H -1.497 0.913 2.670
H -1.891 0.686 -0.161
H -1.562 2.208 0.676
H 0.667 0.233 1.017
H 0.724 1.997 0.718
H 0.103 1.323 -1.603
H 0.849 -0.620 -2.529
H -0.484 -0.974 -1.511
H 1.942 -2.265 -1.467
H 2.433 -0.961 -0.435
*
```

Output
LUMO (spin up / spin down): -3.1 / -8.2 eV



Of them, version Q has the lowest stability.



Version P
Density functional theory data (ωB97M-V with the def2-TZVPD basis set) for an isolated ion of composition C8H15N2 and charge +1.

```
! wB97M-V def2-TZVPD RIJCOSX def2/J DEFGRID3
* xyz 1 1
C 0.809 2.218 -0.426
C -0.135 1.314 -0.735
C 1.660 1.831 0.680
C -1.830 1.388 1.552
C 0.109 -2.282 0.323
C 1.238 -0.889 -1.618
C -1.317 0.061 1.089
C -0.052 -1.083 -0.724
N 1.715 0.761 1.249
N -0.361 0.151 0.035
H 1.001 3.153 -0.990
H -0.677 1.643 -1.709
H 2.451 2.604 0.784
H -2.270 2.053 0.753
H -2.657 1.218 2.189
H -1.199 1.968 2.097
H 1.121 -2.534 0.283
H -0.127 -1.816 1.236
H -0.568 -3.132 0.184
H 1.621 -1.945 -1.988
H 2.013 -0.348 -1.143
H 0.972 -0.349 -2.551
H -2.107 -0.573 0.825
H -0.837 -0.372 1.939
H -0.854 -1.435 -1.335
*
```

Output
LUMO (spin up / spin down): -6.9 / -5.3 eV



Version Q
Density functional theory data (ωB97M-V with the def2-TZVPD basis set) for an isolated ion of composition C8H15N2 and charge +1.

```
! wB97M-V def2-TZVPD RIJCOSX def2/J DEFGRID3
* xyz 1 1
C 2.857 0.294 -0.324
C 2.329 -0.907 0.351
C 3.289 -2.108 0.528
C 1.096 -0.870 0.846
N -0.029 -1.015 1.158
C -1.323 -1.091 1.168
N -2.122 -0.162 0.672
C -1.666 0.883 -0.235
C -2.123 2.225 0.145
C -2.248 0.448 -1.606
H 3.572 0.785 0.320
H 2.181 1.035 -0.681
H 3.438 0.030 -1.214
H 3.407 -2.587 -0.461
H 2.819 -2.890 1.123
H 4.336 -1.856 0.861
H -1.723 -1.846 1.746
H -3.008 0.122 1.067
H -0.606 0.886 -0.327
H -2.955 2.384 -0.439
H -1.496 3.031 -0.020
H -2.531 2.292 1.103
H -1.790 0.629 -2.563
H -3.218 0.939 -1.627
H -2.487 -0.652 -1.591
*
```

Output
LUMO: -4.1 eV
Structure (SMILES): CC(C)=C=N/C=[NH+]\C(C)C



Of them, version P has the lowest stability.



Version P
Density functional theory data (ωB97M-V with the def2-TZVPD basis set) for a single C5H10N2 molecule.

```
! wB97M-V def2-TZVPD RIJCOSX def2/J DEFGRID3
* xyz 0 1
H 3.008 -1.084 -0.911
N 2.266 -1.341 -0.264
C 1.136 -0.872 -0.536
C 0.953 0.247 -1.819
N 0.012 -1.075 0.159
C -0.664 -0.221 0.829
C -2.039 -0.595 1.281
C -0.252 1.194 0.904
H 1.341 -0.342 -2.649
H -0.062 0.501 -2.134
H 1.655 1.065 -1.658
H -2.777 0.090 0.864
H -2.098 -0.521 2.367
H -2.279 -1.610 0.974
H 0.734 1.288 1.362
H -0.968 1.824 1.426
H 0.035 1.452 -0.195
*
```

Output
LUMO: 0.8 eV
Structure (SMILES): [H]/N=C(\C)N=C(C)C



Version Q
Density functional theory data (ωB97M-V with the def2-TZVPD basis set) for a single C5H10N2 molecule.

```
! wB97M-V def2-TZVPD RIJCOSX def2/J DEFGRID3
* xyz 0 1
C -0.068 -2.314 0.325
C -0.016 -0.834 0.487
C 0.118 0.192 -0.400
C -0.271 0.391 -1.825
N 0.665 1.170 0.438
N 0.126 2.446 0.412
C 0.259 -0.048 1.686
H 0.773 -2.784 0.843
H -0.017 -2.598 -0.727
H -0.983 -2.736 0.747
H -0.356 -0.579 -2.316
H -1.238 0.892 -1.924
H 0.474 0.988 -2.354
H -0.750 2.557 -0.091
H 0.817 3.138 0.155
H -0.556 0.496 2.152
H 1.024 -0.376 2.393
*
```

Output
LUMO: 1.1 eV
Structure (SMILES): CC1=C(C)N(N)C1



Of them, version Q has the lowest stability.



Version P
Density functional theory data (ωB97M-V with the def2-TZVPD basis set) for a single C5H10N2 molecule.

```
! wB97M-V def2-TZVPD RIJCOSX def2/J DEFGRID3
* xyz 0 1
C 1.213 -2.482 0.724
C 1.843 -1.042 0.688
N 0.830 -0.025 0.317
C 0.138 -0.183 -0.754
C -0.819 0.895 -0.896
N -1.114 1.572 0.135
C -2.050 2.669 -0.107
H 0.462 -2.371 1.468
H 1.694 -3.427 0.997
H 0.723 -2.549 -0.215
H 2.651 -1.018 -0.084
H 2.414 -0.694 1.620
H 0.060 -1.003 -1.423
H -1.387 0.883 -1.869
H -1.371 3.460 -0.273
H -2.662 2.475 -1.064
H -2.624 2.841 0.735
*
```

Output
LUMO: 0.4 eV
Structure (SMILES): CC/N=C/C=N/C



Version Q
Density functional theory data (ωB97M-V with the def2-TZVPD basis set) for a 2-piece molecular cluster, C5H10N2 overall.

```
! wB97M-V def2-TZVPD RIJCOSX def2/J DEFGRID3
* xyz 0 1
C -1.771 -1.064 -0.144
C -1.865 1.410 -0.685
C -1.631 0.028 -1.210
C -0.427 -0.179 -0.295
C 3.262 -1.069 0.733
N -0.672 1.185 0.157
N 0.096 2.001 0.758
H -2.400 -0.976 0.725
H -1.867 -2.030 -0.474
H -1.758 2.326 -1.456
H -2.731 1.522 0.004
H -1.863 -0.328 -2.271
H 3.251 -1.000 1.927
H 4.197 -1.130 0.151
H 2.706 -0.206 0.394
H 2.614 -1.957 0.428
H 0.859 1.466 1.258
*
```

Output
LUMO (spin up / spin down): -0.3 / -0.3 eV



Of them, version Q has the lowest stability.